# 1
{
  "formula": "C24H24CoN4O5S2",
  "method": "wB97M-V/def2-TZVPD",
  "elements": ["Co", "O", "C", "C", "O", "O", "C", "C", "C", "C", "C", "C", "C", "C", "C", "C", "C", "C", "H", "H", "H", "H", "H", "H", "H", "H", "H", "H", "H", "O", "C", "C", "C", "C", "C", "C", "C", "O", "N", "N", "C", "S", "C", "C", "S", "H", "H", "H", "H", "H", "H", "H", "H", "H", "N", "N", "H", "H", "H", "H"],
  "xyz": [[-0.4152, 0.9341, -0.6980], [-0.5848, 0.7142, 1.2083], [-1.2372, -0.5728, 1.5519], [-1.3859, -1.3728, 0.2299], [-2.0128, -2.3985, 0.2175], [-0.7522, -0.8659, -0.7914], [-0.2687, -1.2947, 2.4763], [-0.1914, -0.8896, 3.8072], [0.7656, -1.4351, 4.6507], [1.6406, -2.4002, 4.1723], [1.5600, -2.8128, 2.8488], [0.6144, -2.2582, 1.9983], [-2.5802, -0.2527, 2.1879], [-2.9478, 1.0562, 2.4897], [-4.1827, 1.3308, 3.0695], [-5.0564, 0.2978, 3.3586], [-4.6843, -1.0114, 3.0798], [-3.4567, -1.2898, 2.5029], [0.2308, 0.7595, 1.7417], [-0.8950, -0.1602, 4.1907], [0.8128, -1.1217, 5.6850], [2.3732, -2.8425, 4.8345], [2.2252, -3.5816, 2.4776], [0.5597, -2.5954, 0.9706], [-2.2565, 1.8745, 2.3271], [-4.4489, 2.3529, 3.3054], [-6.0172, 0.5070, 3.8091], [-5.3567, -1.8253, 3.3149], [-3.1773, -2.3094, 2.2825], [3.1248, -0.1093, -4.5166], [1.9634, 0.1201, -5.1501], [1.9701, 0.0171, -6.5414], [0.8172, 0.2278, -7.2646], [-0.3800, 0.5504, -6.6237], [-0.3949, 0.6623, -5.2535], [0.7662, 0.4581, -4.4933], [0.6900, 0.6172, -3.0414], [-0.4245, 1.0787, -2.5206], [1.7190, 0.3307, -2.2879], [1.4634, 0.6465, -0.9566], [2.4729, 0.5551, -0.1658], [2.4450, 1.1718, 1.4681], [3.8070, 0.1096, 2.0135], [4.8336, 0.1441, 0.8963], [3.9818, -0.1282, -0.6861], [2.9766, -0.0277, -3.5553], [2.9023, -0.2387, -7.0258], [0.8433, 0.1372, -8.3425], [-1.2841, 0.7030, -7.1955], [-1.3128, 0.8996, -4.7345], [3.4231, -0.8922, 2.1978], [4.1963, 0.5315, 2.9387], [5.5643, -0.6556, 1.0087], [5.3539, 1.1000, 0.8625], [-2.0954, 1.9166, -0.6789], [-1.0079, 2.8433, -0.7230], [-2.7552, 1.9860, -1.4475], [-2.5620, 1.9377, 0.2266], [-1.0983, 3.5843, -0.0372], [-0.8736, 3.1869, -1.6699]],
  "forces_ev_per_a": [[0.175, 0.086, -0.001], [-0.113, -0.101, 0.234], [0.002, -0.078, 0.045], [-0.185, 0.123, 0.097], [0.142, -0.046, -0.013], [-0.073, 0.083, -0.134], [-0.070, 0.080, 0.115], [0.009, -0.039, 0.003], [-0.011, 0.007, -0.006], [0.000, -0.002, -0.017], [-0.006, -0.019, 0.018], [0.010, 0.005, -0.034], [0.017, 0.024, -0.062], [-0.056, 0.025, 0.037], [0.024, 0.000, -0.025], [-0.010, -0.022, 0.001], [-0.013, 0.020, 0.008], [0.049, 0.007, -0.022], [0.140, 0.054, -0.185], [-0.001, 0.009, 0.000], [-0.001, -0.001, 0.003], [0.002, -0.004, 0.001], [0.005, -0.002, -0.002], [-0.003, -0.007, -0.003], [0.034, -0.009, 0.018], [-0.002, 0.002, 0.007], [0.000, -0.002, 0.003], [0.000, -0.005, -0.003], [0.006, -0.014, -0.007], [-0.041, 0.018, 0.030], [0.005, 0.003, 0.017], [0.016, -0.014, -0.024], [0.012, 0.007, 0.017], [-0.009, -0.006, 0.022], [0.000, 0.000, -0.013], [-0.079, 0.019, 0.088], [0.047, -0.079, 0.039], [0.164, 0.004, -0.224], [-0.074, 0.041, -0.038], [-0.160, 0.075, 0.019], [0.009, -0.044, -0.114], [-0.037, -0.013, 0.083], [0.020, 0.030, 0.004], [0.018, 0.008, -0.002], [0.002, -0.025, -0.002], [0.016, -0.011, 0.002], [0.004, -0.002, -0.002], [0.005, -0.003, -0.005], [-0.003, 0.002, 0.000], [0.001, 0.003, -0.002], [0.002, 0.012, -0.009], [0.009, -0.009, -0.001], [-0.002, -0.001, 0.000], [-0.005, -0.002, 0.001], [-0.068, -0.167, 0.198], [-0.071, -0.102, -0.035], [0.142, -0.029, -0.103], [-0.081, -0.004, -0.042], [0.131, 0.027, -0.009], [-0.044, 0.088, 0.030]],
  "total_charge": 1,
  "fmax_ha_per_bohr": 0.00543
}


# 2
{
  "formula": "CHN2O3",
  "method": "wB97M-V/def2-TZVPD",
  "elements": ["C", "N", "N", "O", "O", "O", "H"],
  "xyz": [[-1.2847, -0.7120, -2.9376], [-0.0236, 0.9135, 0.5120], [-0.7868, 1.2237, -0.2386], [-1.5379, -1.2221, -3.9072], [-1.5950, 1.8386, -0.7176], [-1.0431, -0.2412, -1.9223], [0.7770, 0.4239, 1.0189]],
  "forces_ev_per_a": [[-0.127, -0.467, -0.111], [2.292, -1.657, 1.431], [0.019, 1.715, 1.678], [-0.562, -1.045, -2.481], [-1.146, 0.283, -1.311], [0.794, 0.712, 1.963], [-1.270, 0.458, -1.168]],
  "total_charge": 1,
  "fmax_ha_per_bohr": 0.06164
}


# 3
{
  "formula": "C4H6O2",
  "method": "wB97M-V/def2-TZVPD",
  "elements": ["C", "C", "O", "C", "O", "C", "H", "H", "H", "H", "H", "H"],
  "xyz": [[1.2700, 0.1971, 0.2182], [0.4149, -0.8548, 0.8039], [-0.7224, -0.6089, 1.3120], [-1.6486, 0.3390, -0.1438], [-0.7243, 0.9957, -0.7107], [0.4260, 0.0732, -1.0378], [2.2743, -0.1754, 0.0107], [1.2812, 1.1496, 0.7511], [0.8026, -1.8879, 0.8493], [-1.8913, -0.6558, -0.5124], [-2.3896, 0.9306, 0.3929], [0.9071, 0.4976, -1.9335]],
  "forces_ev_per_a": [[0.228, -0.042, 0.130], [-0.038, 0.097, -0.353], [-0.195, 0.366, -0.523], [0.055, -0.309, 0.353], [0.163, -0.267, 0.314], [0.227, 0.308, -0.003], [-0.050, 0.054, 0.091], [-0.002, 0.087, -0.074], [-0.257, 0.277, -0.241], [0.034, 0.042, -0.015], [0.122, -0.138, 0.017], [-0.286, -0.475, 0.303]],
  "total_charge": 0,
  "fmax_ha_per_bohr": 0.01298
}


Table of energy (Ha), in record order: -3703.13972 -373.52720 -306.32086